1.
This record from OMol25 describes a structure of composition C40H41N6O3Ti. The level of theory is ωB97M-V/def2-TZVPD.

Properties
E_tot (hartree): -2952.52602
Spin multiplicity: 2
HOMO level (alpha / beta) (eV): 0.5 / -1.1
ΔE to the lowest compared entry with this formula, charge and spin (kJ/mol): 35.4
Gap between HOMO and LUMO (alpha / beta) (eV): 3.73 / 5.35
Total charge: -2

```
91
Properties=species:S:1:pos:R:3:forces:R:3
Ti -0.518733 -0.576021 0.053191 0.03 -0.36 -0.16
C 0.365087 -3.988978 -2.311203 0.00 -0.08 -0.07
C 0.218202 -3.177970 -1.057749 0.04 0.18 -0.09
O -0.225563 -1.937695 -1.278044 -0.05 0.07 0.06
C 0.503445 -3.638166 0.164475 0.08 -0.13 -0.07
C 0.289566 -2.716747 1.329713 -0.05 0.08 -0.13
C 0.083065 -2.477882 3.821392 -0.02 0.07 0.06
N 0.977596 -1.437159 1.078402 -0.34 -0.07 -0.41
N 2.202840 -1.474519 0.431287 -0.12 0.18 0.58
C 2.265967 -0.434028 -0.329978 0.09 -0.42 0.07
O 1.262802 0.408209 -0.442616 0.20 -0.03 -0.04
C 3.455936 -0.292090 -1.200972 -0.16 0.43 0.05
C 3.420137 0.638012 -2.239067 0.02 0.05 -0.05
C 4.493561 0.762135 -3.113628 -0.04 0.02 0.03
C 5.618333 -0.035635 -2.958728 0.03 -0.02 -0.01
C 5.660184 -0.959821 -1.916869 0.02 -0.01 0.00
C 4.591993 -1.087791 -1.045295 0.04 -0.03 0.04
H -0.619082 -4.206007 -2.739795 0.04 0.03 0.01
H 0.880455 -4.930773 -2.108892 -0.04 0.03 -0.02
H 0.929027 -3.418793 -3.054861 0.00 -0.03 0.04
H 0.857102 -4.651009 0.307394 0.01 0.02 -0.01
H -1.002787 -2.375409 3.814787 0.05 0.00 -0.01
H 0.523098 -1.486796 3.689318 0.02 -0.01 0.02
H 0.387340 -2.887864 4.792922 -0.02 0.02 -0.04
H 2.521502 1.234458 -2.350618 0.01 -0.03 0.00
H 4.444785 1.481587 -3.924799 0.00 -0.02 0.02
H 6.453505 0.052851 -3.645583 -0.01 0.01 0.02
H 6.536132 -1.587375 -1.786186 -0.02 0.01 -0.01
H 4.603793 -1.806991 -0.235674 0.00 0.01 -0.03
C 2.038846 -3.670757 2.844487 0.10 -0.04 0.00
C 0.541048 -3.407802 2.693828 0.04 -0.01 0.03
C -0.232537 -4.700046 2.751174 0.07 -0.06 -0.01
C -1.428695 -4.978929 2.197998 -0.13 -0.01 -0.08
C -2.319070 -4.177510 1.382947 -0.04 -0.18 0.06
C -2.122940 -2.886233 0.994167 -0.09 0.39 0.14
N -1.041117 -2.124772 1.250248 0.12 -0.22 -0.06
C -3.147902 -2.068254 0.269645 0.19 -0.01 0.24
C -4.364484 -2.517031 -0.197409 -0.06 -0.04 0.00
C -5.201945 -1.578511 -0.844642 -0.05 -0.01 0.01
C -4.859889 -0.255518 -0.852262 -0.09 0.01 -0.07
C -3.641179 0.159952 -0.256854 0.00 0.23 0.17
N -2.741127 -0.793358 0.142926 -0.03 -0.15 -0.21
C -3.329991 1.503969 0.087924 -0.04 -0.22 0.07
C -4.200172 2.589234 -0.185764 -0.04 0.05 -0.06
C -3.920439 3.827097 0.327655 -0.02 0.06 -0.05
C -2.766377 4.007360 1.102353 0.01 0.06 0.02
C -1.921645 2.909609 1.284855 -0.06 0.06 -0.08
C -0.642540 3.083136 2.047383 0.15 0.00 0.00
N -2.170163 1.702902 0.801767 0.07 -0.04 0.02
H 2.244169 -4.162948 3.803245 -0.01 0.02 -0.04
H 2.583919 -2.724980 2.802814 -0.01 -0.04 0.01
H 2.415550 -4.306394 2.038404 -0.01 0.03 0.03
H 0.246524 -5.507425 3.306073 -0.02 0.03 0.01
H -1.799817 -5.986794 2.386169 0.01 0.03 -0.01
H -3.242371 -4.655885 1.076827 0.03 0.00 0.01
H -4.651415 -3.554058 -0.090050 0.01 0.04 -0.01
H -6.134704 -1.901737 -1.299926 0.07 0.02 0.03
H -5.524323 0.475613 -1.297540 0.02 -0.05 0.02
H -5.086890 2.436242 -0.788745 0.03 0.01 0.05
H -4.589281 4.662389 0.131339 0.05 -0.06 0.01
H -2.511781 4.967915 1.536535 -0.01 -0.04 -0.03
H -0.801358 3.690617 2.944910 0.04 -0.03 -0.06
H 0.098407 3.592627 1.420955 -0.05 -0.03 0.05
H -0.246962 2.109262 2.333148 -0.03 0.03 0.03
C -1.688684 3.859153 -2.935914 0.00 0.10 0.06
C -1.537216 2.477711 -3.584617 0.05 -0.06 0.11
C -2.848240 2.102336 -4.282835 -0.12 -0.03 -0.04
C -0.404866 2.525601 -4.615819 0.07 -0.01 -0.08
C -1.230847 1.486206 -2.540814 -0.02 -0.03 -0.03
C -1.029370 0.699292 -1.632744 -0.10 0.20 -0.33
H -1.914753 4.621328 -3.694434 0.01 -0.03 0.04
H -0.764882 4.134416 -2.419638 -0.05 -0.01 -0.04
H -2.489385 3.843807 -2.192764 0.04 0.00 -0.04
H -3.101354 2.836819 -5.059426 0.01 -0.04 0.04
H -3.660462 2.062981 -3.551847 0.05 0.00 -0.05
H -2.762467 1.114337 -4.742550 -0.01 0.06 0.02
H -0.622487 3.262771 -5.399930 0.01 -0.03 0.03
H -0.271500 1.544590 -5.078298 0.00 0.05 0.02
H 0.534887 2.796713 -4.128447 -0.04 -0.01 -0.03
O 1.302288 0.770254 3.238145 0.17 0.19 0.41
N 2.176021 1.682497 3.132246 -0.07 -0.09 -0.33
C 2.711487 2.276201 4.229909 0.05 0.03 0.04
C 3.658509 3.273124 4.112469 -0.06 -0.07 0.09
C 4.080063 3.691332 2.862538 0.05 0.06 -0.06
C 3.515633 3.081519 1.748769 -0.02 -0.03 -0.06
C 2.572757 2.089225 1.887830 -0.01 -0.01 0.20
H 2.324390 1.892723 5.162348 0.02 0.02 -0.03
H 4.054319 3.714901 5.018618 0.00 -0.02 -0.03
H 4.823577 4.470864 2.757565 -0.03 -0.02 -0.01
H 3.796011 3.368808 0.742981 0.00 -0.02 0.04
H 2.069933 1.569776 1.077754 -0.01 -0.01 -0.08
```
Positions in Å, forces in eV/Å.

---

2.
This record from OMol25 describes a cluster of 5 separate species, C40H42BF3NO5P in total in a non-equilibrium geometry. The level of theory is ωB97M-V/def2-TZVPD.

Properties
SMILES: CCOB(O)c1cc2c(c(CC)c1[PH2]=O)C(=O)N(CCC(F)=C(F)F)C2=O.c1ccccc1.c1ccccc1.c1ccccc1.c1ccccc1
E_tot (hartree): -2645.54206
HOMO level (eV): -9.0
Gap between HOMO and LUMO (eV): 6.84

```
93
Properties=species:S:1:pos:R:3:forces:R:3
C 2.082583 -7.425038 -2.394244 1.10 1.46 0.37
C 0.938409 -6.277467 -2.640609 -1.05 -2.24 0.10
O 1.303174 -5.225007 -3.601283 1.65 1.97 2.75
B 2.161349 -4.185259 -3.001239 0.81 -1.03 0.00
O 3.486626 -4.528144 -2.373516 -3.78 0.82 0.77
C 1.806744 -2.547832 -2.992647 -0.31 3.40 -0.26
C 3.007618 -1.588486 -3.652530 -3.18 2.59 1.51
C 2.788978 0.035249 -3.649396 -3.07 -2.97 1.29
C 1.394533 0.620291 -3.017809 1.53 -2.30 -0.51
C 0.187877 -0.272486 -2.360860 2.55 -0.81 -1.39
C -1.109904 0.508987 -1.735101 0.10 0.68 0.66
C -1.233614 0.319729 -0.092673 0.28 -0.29 0.81
C 0.404635 -1.925568 -2.346798 3.64 2.75 -1.93
P -0.940205 -3.047924 -1.555343 -4.05 2.15 -0.02
O -2.402399 -2.434998 -1.586162 4.33 -1.43 -0.03
C 1.616691 2.233552 -3.201658 -3.83 1.82 0.25
O 0.671690 3.174971 -3.265353 6.39 -6.16 0.56
N 3.123099 2.436376 -3.343725 -0.38 -0.71 -0.87
C 3.879726 2.905590 -2.121650 1.21 1.16 0.15
C 4.003774 1.806837 -0.911781 2.14 -0.45 1.22
C 4.044451 2.449987 0.603370 0.30 2.10 0.64
F 4.459254 1.567583 1.757663 -2.64 1.73 -3.14
C 3.659125 3.845764 0.971769 0.08 -1.53 -0.35
F 2.288103 4.097006 1.546289 5.28 -0.03 -0.71
F 4.617463 4.984384 0.727700 -4.40 -3.29 0.03
C 3.720666 1.288416 -4.146187 2.15 -1.53 -2.37
O 4.697759 1.258300 -5.057065 -6.26 0.63 6.38
H 2.616536 -7.144569 -1.364230 -1.11 -0.96 -2.22
H 2.918360 -7.249018 -3.221927 -1.91 -0.72 1.70
H 1.673918 -8.525278 -2.372460 0.75 2.36 -0.12
H 0.589536 -5.831473 -1.615851 0.73 -0.69 -1.86
H -0.005055 -6.843447 -3.103254 1.98 1.55 0.90
H 3.387874 -4.264222 -1.396566 0.60 -0.27 -2.11
H 4.011774 -2.015135 -4.081700 -2.32 0.70 0.99
H -0.995637 1.674107 -1.919086 0.11 -2.58 0.10
H -2.128398 0.193807 -2.218180 2.22 0.23 0.76
H -1.718015 1.259746 0.437655 0.95 -1.84 -1.42
H -0.164031 0.188131 0.418015 -2.23 0.26 -1.22
H -1.896333 -0.610880 0.210221 1.43 1.86 -0.87
H -1.015349 -4.335222 -2.207618 0.82 0.84 0.28
H -0.588635 -3.324893 -0.155580 0.30 0.18 -1.27
H 3.414612 3.939727 -1.805653 0.74 -2.19 -0.41
H 4.997119 3.146944 -2.466243 -2.61 -0.53 0.64
H 5.041804 1.233432 -1.048897 -2.31 1.08 0.14
H 3.180595 0.975092 -0.904551 1.24 1.78 0.07
C 0.865752 -2.072550 4.743417 0.07 -0.02 -0.19
C 0.367439 -3.158134 4.023693 0.08 0.08 -0.06
C 0.802356 -3.389700 2.719090 0.08 0.18 0.06
C 1.733244 -2.532428 2.131926 -0.13 0.02 0.25
C 2.224593 -1.441450 2.848367 -0.06 -0.05 0.01
C 1.792535 -1.211984 4.154337 -0.10 -0.16 -0.10
H 0.531729 -1.896259 5.762271 0.06 -0.03 -0.14
H -0.359908 -3.824798 4.480215 0.12 0.10 -0.07
H 0.416337 -4.237819 2.159692 0.04 0.07 0.09
H 2.074224 -2.714045 1.116478 -0.02 0.05 0.07
H 2.945613 -0.769770 2.388883 -0.09 -0.08 0.09
H 2.177297 -0.363112 4.713342 -0.04 -0.13 -0.09
C -2.838663 -0.284479 7.413806 0.10 0.17 0.06
C -1.777452 -0.029157 6.545791 -0.03 0.07 0.13
C -0.938289 1.061661 6.770933 -0.13 -0.03 0.14
C -1.163024 1.900624 7.862658 -0.11 -0.16 -0.05
C -2.229852 1.650710 8.725423 0.03 -0.10 -0.12
C -3.066816 0.557700 8.502473 0.14 0.01 -0.13
H -3.488293 -1.138384 7.241929 0.08 0.13 0.01
H -1.603734 -0.681364 5.693537 -0.04 0.11 0.11
H -0.109282 1.258346 6.096169 -0.12 -0.02 0.08
H -0.507885 2.749032 8.039809 -0.09 -0.11 -0.03
H -2.408780 2.307858 9.572943 0.03 -0.11 -0.13
H -3.896721 0.361720 9.176240 0.12 0.03 -0.10
C 0.881180 6.178847 -2.941719 -0.09 0.11 0.08
C 1.200031 6.873037 -4.108443 0.06 0.13 0.16
C 1.626567 8.198858 -4.037509 -0.03 -0.09 0.15
C 1.730252 8.832643 -2.799044 -0.07 -0.18 -0.01
C 1.402489 8.141360 -1.633006 0.02 -0.05 -0.10
C 0.979537 6.814326 -1.703572 0.10 0.15 -0.21
H 0.555301 5.143722 -2.996793 0.11 0.48 0.00
H 1.116828 6.380081 -5.073823 0.01 0.05 0.15
H 1.878245 8.738484 -4.946742 -0.03 -0.07 0.13
H 2.065000 9.864736 -2.743234 -0.05 -0.13 -0.01
H 1.477518 8.636939 -0.668163 0.00 -0.07 -0.15
H 0.726404 6.275026 -0.794622 0.02 0.07 -0.10
C -6.421266 -1.904626 -2.466670 -0.18 -0.06 0.19
C -5.726849 -2.613773 -1.487025 -0.02 -0.05 -0.01
C -6.402494 -3.106778 -0.371132 -0.19 0.13 -0.16
C -7.773109 -2.886768 -0.232429 0.11 0.07 -0.14
C -8.465824 -2.169591 -1.207493 0.13 -0.03 -0.02
C -7.790929 -1.679784 -2.325300 0.12 -0.09 0.12
H -5.895799 -1.526407 -3.339337 -0.05 -0.05 0.13
H -4.658282 -2.783096 -1.593705 -0.15 0.07 0.02
H -5.861602 -3.662348 0.390459 -0.06 0.08 -0.11
H -8.300264 -3.272949 0.635533 0.05 0.06 -0.11
H -9.532895 -1.992874 -1.096683 0.16 -0.03 -0.02
H -8.331335 -1.122943 -3.086222 0.06 -0.08 0.11
```
Positions in Å, forces in eV/Å.

---

The highest E_tot belongs to which entry?
C40H42BF3NO5P